one) ORCA calculation (wB97M-V/def2-TZVPD) on a cluster of 2 separate species, C6H14O in total.

Frontier orbital gap ... 0.40958 hartree
Net charge ... 0
SMILES ... C1CCCC1.CO

Last column: Mulliken charge in e.
Positions of all 21 atoms, in Å:
C -1.3879 2.5307 -0.6600  -0.835
C 1.7167 -0.9822 0.9840  -0.384
C 0.5932 -1.9688 1.0557  -0.791
C -0.5371 -1.1475 0.2928  -0.634
C 0.2053 -0.0019 -0.5037  -0.608
C 1.6110 -0.5244 -0.3982  -0.589
H -2.9004 1.2115 -1.0838  0.277
H -0.9863 2.8822 0.2669  0.308
H -0.5227 2.4875 -1.3378  0.335
H -1.9963 3.4165 -0.9234  0.367
H 1.5108 -0.0756 1.6944  0.200
H 2.6267 -1.4731 1.5189  0.274
H 0.1114 -2.1438 2.0409  0.295
H 0.8084 -2.9004 0.6012  0.385
H -1.2745 -0.6126 0.7803  0.477
H -1.1359 -1.8893 -0.3884  0.160
H -0.0395 0.9688 -0.1449  0.171
H -0.1255 0.2122 -1.4685  0.577
H 2.3916 0.1575 -0.8745  0.303
H 1.5703 -1.5450 -1.0352  0.184
O -2.2392 1.3980 -0.4168  -0.474

***

two) ORCA calculation (wB97M-V/def2-TZVPD) on the molecule C6H14O.

Frontier orbital gap ... 0.41560 hartree
Net charge ... 0
SMILES ... CCCCCCO

Last column: Mulliken charge in e.
Positions of all 21 atoms, in Å:
C 1.4995 -2.2493 2.1535  -1.160
C 1.4904 -1.0508 1.1970  -0.368
C 0.1643 -0.8575 0.4603  -0.648
C 0.1296 0.4368 -0.3518  -0.639
C -1.2461 0.7608 -0.9297  -0.571
C -1.2965 2.1473 -1.5467  -0.518
O -2.6100 2.3764 -2.0204  -0.502
H 2.1246 -2.0536 3.0295  0.331
H 1.8825 -3.1540 1.6731  0.285
H 0.4919 -2.4757 2.5201  0.334
H 1.7026 -0.1320 1.7587  0.298
H 2.3040 -1.1509 0.4665  0.301
H -0.0390 -1.7191 -0.1916  0.260
H -0.6483 -0.8331 1.2007  0.377
H 0.8734 0.3872 -1.1602  0.323
H 0.4453 1.2640 0.3019  0.360
H -1.5337 0.0230 -1.6893  0.289
H -2.0060 0.7123 -0.1389  0.319
H -1.0133 2.8930 -0.7848  0.315
H -0.5592 2.2198 -2.3637  0.312
H -2.6457 3.2695 -2.3817  0.304

***

three) ORCA calculation (wB97M-V/def2-TZVPD) on the molecule C6H14O.

Frontier orbital gap ... 0.41565 hartree
Net charge ... 0
SMILES ... CCCCCCO

Last column: Mulliken charge in e.
Positions of all 21 atoms, in Å:
C -3.3959 0.0171 0.5110  -1.254
C -2.1694 -0.0026 -0.3983  -0.346
C -0.8742 0.3132 0.3528  -0.659
C 0.3789 -0.0326 -0.4478  -0.636
C 1.6773 0.2714 0.2962  -0.566
C 2.8869 -0.3235 -0.4010  -0.520
O 4.0375 -0.0194 0.3644  -0.503
H -4.3181 -0.1928 -0.0413  0.364
H -3.5101 0.9938 0.9951  0.305
H -3.3003 -0.7358 1.3024  0.323
H -2.0790 -0.9903 -0.8720  0.334
H -2.3019 0.7159 -1.2186  0.291
H -0.8575 1.3768 0.6311  0.302
H -0.8550 -0.2475 1.2991  0.338
H 0.3645 0.5061 -1.4062  0.316
H 0.3482 -1.1035 -0.6988  0.356
H 1.8188 1.3550 0.3971  0.298
H 1.6367 -0.1381 1.3141  0.329
H 2.7478 -1.4138 -0.4937  0.317
H 2.9674 0.0832 -1.4232  0.306
H 4.7975 -0.4325 -0.0623  0.304

***

Which of them is the most stable, and which is the least stable? three) and one), in that order.

***

one) ORCA calculation (wB97M-V/def2-TZVPD) on a cluster of 2 separate species, C6H14O in total.

Frontier orbital gap ... 0.34442 hartree
Net charge ... 0
SMILES ... CC(C)=C(C)C.O

Last column: Mulliken charge in e.
Positions of all 21 atoms, in Å:
C -0.8544 0.1854 0.7187  0.807
C 0.0551 0.6219 -0.1404  0.862
C -2.0281 1.0050 1.2520  -1.327
C -0.9462 -1.2557 1.1498  -1.214
C 1.2554 -0.0924 -0.6400  -1.645
C -0.0575 1.9755 -0.8024  -1.670
H -3.0046 0.6024 0.9341  0.340
H -1.9679 2.0634 0.9476  0.331
H -1.9666 0.9512 2.3519  0.336
H -0.9363 -1.4475 2.2360  0.307
H -0.1696 -1.8789 0.6754  0.258
H -1.9297 -1.5533 0.7489  0.292
H 1.6148 -0.9625 -0.0652  0.515
H 2.1039 0.5913 -0.8108  0.345
H 0.8854 -0.4449 -1.6174  0.379
H -0.9834 1.9959 -1.4015  0.319
H 0.7802 2.3084 -1.4381  0.345
H -0.1655 2.6835 0.0364  0.374
O 2.5497 -2.7771 -1.3118  -0.660
H 3.5190 -2.6700 -1.1801  0.321
H 2.2462 -1.9016 -1.6428  0.384

***

two) ORCA calculation (wB97M-V/def2-TZVPD) on the molecule C6H14O.

Frontier orbital gap ... 0.40263 hartree
Net charge ... 0
SMILES ... CCCCCCO

Last column: Mulliken charge in e.
Positions of all 21 atoms, in Å:
C 0.2570 -0.1505 1.8614  -0.490
O 0.0989 -1.4588 2.3838  -0.513
C -0.8998 0.2341 0.8930  -0.616
C -1.0540 -0.7473 -0.3287  -0.638
C -0.5941 -0.1580 -1.6335  -0.457
C 0.7516 0.3962 -1.9586  -0.529
C 1.1308 1.7696 -1.2678  -1.227
H 0.6528 0.4937 2.7077  0.378
H 1.1731 -0.2432 1.2459  0.214
H 0.8541 -1.6198 2.7834  0.279
H -0.6735 1.2471 0.5884  0.346
H -1.7959 0.2386 1.4581  0.410
H -2.0671 -1.0253 -0.5017  0.306
H -0.6090 -1.7710 -0.0383  0.345
H -1.3050 0.7425 -1.8488  0.203
H -0.7982 -0.9555 -2.4827  0.235
H 1.5489 -0.2750 -1.7460  0.347
H 0.8260 0.5692 -3.0137  0.398
H 1.6234 1.5658 -0.3512  0.253
H 1.8820 2.1590 -1.9548  0.395
H 0.3485 2.4806 -1.3126  0.360

***

three) ORCA calculation (wB97M-V/def2-TZVPD) on a cluster of 2 separate species, C6H14O in total.

Frontier orbital gap (spin up / spin down) ... 0.30607 / 0.29447 hartree
Net charge ... 0

Last column: Mulliken charge in e.
Positions of all 21 atoms, in Å:
C -3.3404 0.1396 -0.4720  -1.241
C -2.2273 -0.3546 0.4487  -0.371
C -0.8372 -0.1552 -0.1529  -0.557
C 0.2913 -0.6190 0.7806  -0.485
C 1.6504 -0.4955 0.1802  -0.411
O 2.4915 0.3152 0.7296  -0.232
C 3.6988 0.6262 0.3157  -0.541
H -4.3285 -0.0051 -0.0224  0.367
H -3.3259 -0.3951 -1.4291  0.310
H -3.2237 1.2080 -0.6880  0.313
H -2.2837 0.1713 1.4117  0.311
H -2.3782 -1.4199 0.6725  0.309
H -0.7694 -0.6997 -1.1054  0.309
H -0.6820 0.9048 -0.3944  0.310
H 0.1015 -1.6641 1.0710  0.290
H 0.2738 -0.0270 1.7039  0.250
H 2.0163 -1.1403 -0.6163  0.484
H 1.8825 1.0357 -1.5982  -0.056
H 4.1863 -0.0398 -0.3890  0.321
H 4.2445 1.2605 0.9981  0.231
H 2.5595 1.3540 -1.4443  0.089

***

Which of them is the most stable, and which is the least stable? one) and three), in that order.

***

one) ORCA calculation (wB97M-V/def2-TZVPD) on the molecule C6H14O.

Frontier orbital gap ... 0.41006 hartree
Net charge ... 0
SMILES ... CC(C)C[C@@H](C)O

Last column: Mulliken charge in e.
Positions of all 21 atoms, in Å:
C -1.5295 -0.6831 -1.0675  -1.448
C -1.1019 -0.2772 0.3434  0.905
C -2.2217 0.4884 1.0475  -1.563
C 0.1908 0.5477 0.3507  -1.104
C 1.3778 -0.1352 -0.3270  0.353
C 2.6914 0.5953 -0.0670  -1.431
O 1.4511 -1.4750 0.1557  -0.561
H -2.4816 -1.2254 -1.0426  0.413
H -0.7909 -1.3403 -1.5387  0.325
H -1.6652 0.1971 -1.7099  0.296
H -0.8978 -1.1946 0.9079  0.200
H -3.1408 -0.1073 1.0888  0.399
H -2.4535 1.4210 0.5168  0.341
H -1.9429 0.7485 2.0755  0.372
H 0.4580 0.7788 1.3917  0.412
H 0.0206 1.5129 -0.1501  0.382
H 1.1937 -0.1515 -1.4125  0.327
H 2.8904 0.6484 1.0092  0.339
H 2.6621 1.6157 -0.4668  0.345
H 3.5274 0.0667 -0.5386  0.350
H 1.7626 -2.0310 -0.5666  0.348

***

two) ORCA calculation (wB97M-V/def2-TZVPD) on a structure of composition C6H14O.

Frontier orbital gap (spin up / spin down) ... 0.26501 / 0.26503 hartree
Net charge ... 0

Last column: Mulliken charge in e.
Positions of all 21 atoms, in Å:
C -0.3394 0.7569 0.9940  -1.000
C -0.2559 -0.4914 1.8486  -0.353
C 0.8487 -1.4287 1.3429  -0.706
C 0.6843 -1.6707 -0.1577  -0.176
C 0.7769 -0.4487 -1.0037  -0.654
O -1.1660 0.6002 -1.4475  -0.650
C -0.9926 1.9141 -1.9144  -0.665
H -1.1910 1.3905 1.2905  0.418
H -0.8204 0.6008 -0.3313  0.182
H 0.5718 1.3644 1.0688  0.380
H -0.0619 -0.2558 2.9089  0.303
H -1.2178 -1.0276 1.8270  0.289
H 1.8336 -0.9710 1.5273  0.300
H 0.8366 -2.3874 1.8803  0.305
H -0.2629 -2.1858 -0.3732  0.279
H 1.4778 -2.3562 -0.5173  0.311
H 1.5069 0.3108 -0.7324  0.401
H 0.6175 -0.5758 -2.0686  0.254
H -0.1967 2.4465 -1.3561  0.266
H -1.9206 2.5020 -1.8039  0.262
H -0.7289 1.9130 -2.9822  0.253

***

Which of them is the most stable, and which is the least stable? one) and two), in that order.